Density functional theory data (wB97M-V/def2-TZVPD) for C19H42F18HfN4O13P2S3 as an isolated structure at a distorted geometry.

Geometry as XYZ:
```
102
C19H42F18HfN4O13P2S3 (wB97M-V/def2-TZVPD)
Hf 1.42 -2.21 -1.93
S -0.14 0.19 -1.45
O 0.06 -0.64 -2.68
O 0.77 -0.57 -0.58
O 0.33 1.54 -1.74
O -1.47 0.15 -0.84
C -3.22 2.91 2.91
C -2.27 1.94 2.26
O -1.11 1.85 2.43
N -2.89 0.98 1.24
H -3.67 1.55 0.91
H -2.25 0.83 0.41
C -3.23 -0.37 1.86
H -4.27 2.67 2.75
H -3.13 3.92 2.52
H -3.03 2.89 3.98
H -2.31 -0.65 2.36
H -3.43 -1.08 1.06
H -4.11 -0.26 2.49
C -5.43 -0.80 -1.71
C -5.06 0.35 -2.60
O -5.80 1.03 -3.21
N -3.59 0.77 -2.52
H -3.52 1.72 -2.15
H -3.20 0.28 -1.71
C -2.79 0.51 -3.79
H -6.51 -0.80 -1.53
H -4.98 -0.59 -0.74
H -5.19 -1.75 -2.20
H -1.81 0.92 -3.56
H -3.37 0.85 -4.64
H -2.66 -0.56 -3.93
C 2.68 3.98 -1.88
C 1.45 4.72 -1.43
O 1.46 5.67 -0.71
N 0.12 4.34 -1.96
H 0.12 3.31 -2.08
H -0.65 4.36 -1.30
C -0.20 5.15 -3.23
H 3.60 4.45 -1.54
H 2.63 3.96 -2.97
H 2.59 2.97 -1.48
H -0.18 6.19 -2.93
H -1.18 4.76 -3.51
H 0.49 4.80 -3.99
C 2.76 1.70 1.62
C 2.35 0.49 2.50
C 2.23 0.90 3.97
N 1.90 -0.26 4.88
C 0.50 -0.72 4.56
C 1.97 0.18 6.32
C 1.97 -1.12 7.12
C 2.76 -2.07 6.23
C 2.83 -1.50 4.83
H 2.60 1.27 0.64
H 3.80 1.93 1.84
H 2.12 2.57 1.76
H 3.17 -0.23 2.42
H 1.49 -0.02 2.09
H 1.54 1.73 4.12
H 3.20 1.27 4.30
H 0.44 -1.01 3.52
H -0.12 0.16 4.76
H 0.20 -1.57 5.17
H 1.03 0.70 6.52
H 2.80 0.82 6.58
H 0.97 -1.54 7.24
H 2.43 -0.97 8.09
H 2.46 -3.12 6.18
H 3.81 -2.14 6.54
H 2.54 -2.16 4.02
H 3.79 -1.01 4.70
C 1.07 -0.70 -6.32
F 1.37 -0.68 -7.58
F 1.78 0.20 -5.66
F -0.21 -0.44 -6.09
S 1.54 -2.42 -5.63
O 2.93 -2.57 -5.96
O 1.31 -2.36 -4.14
O 0.64 -3.38 -6.22
C -2.76 -4.82 -2.40
F -3.98 -4.86 -2.88
F -2.78 -5.08 -1.11
F -2.03 -5.72 -3.02
S -2.00 -3.18 -2.82
O -2.11 -3.09 -4.25
O -2.75 -2.18 -2.05
O -0.58 -3.24 -2.38
P 4.14 -0.30 -2.87
F 4.72 1.13 -2.60
F 2.66 0.32 -3.25
F 4.51 -0.34 -4.39
F 3.49 -1.81 -2.89
F 5.48 -1.04 -2.42
F 3.34 -0.33 -1.35
P 0.24 -3.37 1.60
F 0.27 -3.65 3.21
F 1.47 -2.34 1.78
F 1.18 -4.63 1.34
F 0.38 -2.99 -0.02
F -1.04 -4.37 1.35
F -0.88 -2.24 1.83
```

The charge is +2. The energy above the lowest of the compared OMol25 structures with the same formula, charge and spin comes out at 0.00 kcal/mol. The total energy is -5669.13708 Ha. The molar mass comes out at 1213.163 g mol⁻¹. Its HOMO energy is -13.6 eV.



Density functional theory data (wB97M-V/def2-TZVPD) for C19H42LuNO3P3 as an isolated structure at a distorted geometry.

Geometry as XYZ:
```
69
C19H42LuNO3P3 (wB97M-V/def2-TZVPD)
Lu 0.04 0.56 0.04
P -2.44 1.39 0.71
P -0.15 -0.41 2.60
P 0.82 1.03 -2.61
H 1.68 -4.09 0.88
C 2.28 -3.91 -0.01
C 3.39 -3.15 0.01
H 3.75 -2.68 0.93
C -3.90 0.36 1.09
C -2.50 2.65 2.02
C -3.02 2.36 -0.73
C 1.32 -1.46 2.82
C 0.16 0.88 3.86
C -1.43 -1.42 3.40
C 2.43 0.17 -2.83
C 1.29 2.76 -2.94
C -0.06 0.54 -4.13
H 1.97 -4.42 -0.93
H 3.98 -2.99 -0.89
H -4.43 0.13 0.15
H -4.58 0.90 1.77
H -3.59 -0.58 1.56
H -3.41 3.25 1.89
H -1.62 3.30 1.95
H -2.52 2.18 3.01
H -3.87 2.99 -0.43
H -3.34 1.68 -1.54
H -2.21 2.99 -1.11
H 1.21 -2.01 3.76
H 2.23 -0.84 2.88
H 1.45 -2.18 1.99
H 0.03 0.42 4.85
H -0.55 1.71 3.75
H 1.18 1.26 3.78
H -1.08 -1.63 4.42
H -1.56 -2.37 2.86
H -2.39 -0.89 3.44
H 2.61 0.01 -3.90
H 2.42 -0.81 -2.32
H 3.24 0.77 -2.40
H 1.36 2.92 -4.03
H 2.25 3.00 -2.47
H 0.52 3.43 -2.53
H 0.62 0.62 -4.99
H -0.92 1.19 -4.28
H -0.41 -0.49 -4.04
C -1.08 -2.30 -1.06
C -2.43 -2.44 -0.79
C -3.24 -2.95 -1.82
C -2.65 -3.37 -3.01
C -1.26 -3.30 -3.22
C -0.45 -2.76 -2.21
O -0.29 -1.42 -0.28
H -0.73 -1.21 0.70
H -2.83 -2.11 0.17
H -4.32 -3.00 -1.67
H -3.28 -3.78 -3.81
H -0.80 -3.66 -4.14
H 0.63 -2.64 -2.30
N 4.08 2.35 1.56
C 2.91 3.24 1.20
C 1.83 2.32 0.80
O 0.62 2.70 0.56
O 2.15 1.08 0.67
H 3.93 1.92 2.48
H 4.96 2.86 1.62
H 4.15 1.59 0.87
H 2.64 3.85 2.05
H 3.19 3.89 0.37
```

The charge is +3. The energy above the lowest of the compared OMol25 structures with the same formula, charge and spin comes out at 6.97 kcal/mol. The total energy is -3288.36974 Ha. The molar mass comes out at 600.438 g mol⁻¹. Its HOMO energy is -17.0 eV.



Density functional theory data (wB97M-V/def2-TZVPD) for a 3-piece molecular cluster, C19H42N5O9 overall at a distorted geometry.

Geometry as XYZ:
```
75
C19H42N5O9 (wB97M-V/def2-TZVPD)
N 4.46 -2.29 -1.40
C 4.66 -2.41 -2.65
N 5.32 -3.47 -3.29
N 4.31 -1.39 -3.53
C 3.06 -0.67 -3.27
C 1.89 -1.23 -4.06
C 0.68 -0.28 -4.06
C -0.28 -0.57 -2.92
O -1.43 -1.23 -3.45
C -2.21 -1.73 -2.43
O -2.82 -1.01 -1.68
O -2.14 -3.05 -2.33
C -2.89 -3.84 -3.38
O -2.81 -5.03 -3.15
O -3.38 -3.11 -4.22
H 4.77 -3.11 -0.89
H 5.38 -4.29 -2.70
H 4.92 -3.73 -4.18
H 4.34 -1.72 -4.49
H 3.20 0.38 -3.53
H 2.88 -0.70 -2.20
H 2.22 -1.39 -5.09
H 1.59 -2.19 -3.65
H 0.13 -0.42 -4.98
H 1.01 0.75 -4.02
H -0.59 0.33 -2.40
H 0.18 -1.22 -2.16
C -2.09 6.93 0.60
O -0.88 6.48 1.16
C -1.03 5.71 2.35
C -0.60 4.28 2.13
N -1.52 3.58 1.24
C -1.09 2.25 0.83
C 0.17 2.14 -0.02
O 0.04 2.68 -1.32
C 0.31 4.06 -1.46
H -1.83 7.58 -0.24
H -2.71 6.10 0.22
H -2.68 7.50 1.32
H -2.07 5.74 2.69
H -0.40 6.16 3.12
H -0.59 3.76 3.09
H 0.43 4.29 1.75
H -1.67 4.15 0.42
H -1.91 1.80 0.26
H -0.95 1.63 1.72
H 0.36 1.07 -0.16
H 1.05 2.56 0.48
H 1.06 4.40 -0.74
H -0.59 4.67 -1.34
H 0.69 4.22 -2.47
C 1.28 -1.44 1.04
O -0.13 -1.36 1.11
C -0.82 -2.57 0.77
C -1.57 -3.08 1.98
N -0.66 -3.53 3.02
C -1.29 -3.83 4.29
C -1.97 -2.69 5.04
O -1.08 -1.69 5.51
C -0.79 -0.66 4.59
H 1.65 -0.43 1.19
H 1.72 -2.09 1.81
H 1.61 -1.80 0.06
H -0.12 -3.32 0.40
H -1.53 -2.35 -0.03
H -2.21 -3.92 1.67
H -2.23 -2.27 2.31
H 0.04 -2.81 3.16
H -0.52 -4.25 4.96
H -2.03 -4.62 4.13
H -2.44 -3.11 5.93
H -2.76 -2.23 4.45
H -1.63 -0.46 3.93
H 0.09 -0.88 3.97
H -0.57 0.24 5.17
```

The charge is -1. The energy above the lowest of the compared OMol25 structures with the same formula, charge and spin comes out at 0.00 kcal/mol. The total energy is -1700.10375 Ha. The molar mass comes out at 484.571 g mol⁻¹. Its HOMO energy is -5.5 eV.



Q: Which of these has the lowest charge?
A: C19H42N5O9